1.
A 8-piece molecular cluster, ClH14O7 overall. Source: the OMol25 dataset; level of theory: the ωB97M-V functional and the def2-TZVPD basis.

As for the spin multiplicity: 2. As for the net charge: 0. Its calculated total energy is -995.16069 a.u. The calculation puts the frontier orbital gap (spin up / spin down) at 0.41905 / 0.19975 hartree. The HOMO energy (spin up / spin down) is -11.601 / -11.579 eV. Its expectation value of S² is 0.753. Its LUMO energy (spin up / spin down) is -0.0073 / -0.2258 hartree. The maximum force comes out at 0.5 eV/A. The calculation puts the energy above the lowest of the compared OMol25 structures with the same formula, charge and spin at 0.00 kJ/mol.

Element x y z (Å)
Cl (-0.24, -0.28, -0.13)
O (2.88, 0.41, 0.51)
H (3.25, 0.46, -0.37)
H (1.99, 0.09, 0.37)
O (-2.87, -2.03, -0.93)
H (-3.40, -1.63, -0.24)
H (-2.21, -1.37, -1.14)
O (0.86, -2.90, 1.70)
H (0.18, -2.23, 1.82)
H (0.79, -3.46, 2.47)
O (-0.14, -0.33, 3.34)
H (0.71, -0.23, 3.78)
H (0.03, -0.08, 2.43)
O (-0.89, 2.78, -2.24)
H (-1.84, 2.91, -2.33)
H (-0.81, 2.00, -1.69)
O (-0.16, 2.74, 1.07)
H (-0.68, 2.99, 0.30)
H (-0.03, 1.79, 0.97)
O (1.19, -0.73, -3.13)
H (0.82, -0.59, -4.00)
H (0.58, -0.30, -2.54)

***

2.
ClH14O8V as an isolated structure in a non-equilibrium geometry. Source: the OMol25 dataset; level of theory: the ωB97M-V functional and the def2-TZVPD basis.

As for the spin multiplicity: 2. As for the net charge: +1. Its calculated total energy is -2014.35543 a.u. The calculation puts the frontier orbital gap (spin up / spin down) at 0.30238 / 0.31674 hartree. The HOMO energy (spin up / spin down) is -12.353 / -12.363 eV. Its expectation value of S² is 0.820. Its LUMO energy (spin up / spin down) is -0.1516 / -0.1376 hartree. The maximum force comes out at 5.4 eV/A. The calculation puts the energy above the lowest of the compared OMol25 structures with the same formula, charge and spin at 0.00 kJ/mol.

Element x y z (Å)
O (0.19, -0.51, 0.13)
V (0.08, 1.04, -0.32)
Cl (1.96, 0.80, -2.01)
O (1.45, -2.88, 1.46)
H (0.71, -2.53, 1.97)
H (2.21, -2.85, 2.07)
O (1.98, -2.99, -1.22)
H (1.79, -2.94, -0.26)
H (2.52, -3.78, -1.34)
O (-1.50, 0.74, -1.77)
H (-2.05, 0.01, -1.40)
H (-1.96, 1.03, -2.57)
O (-0.16, 3.18, -0.80)
H (0.07, 3.38, -1.72)
H (0.13, 3.96, -0.30)
O (1.70, 1.47, 1.12)
H (1.92, 2.11, 1.81)
H (2.52, 1.01, 0.90)
O (-1.45, 1.50, 1.22)
H (-1.12, 1.49, 2.13)
H (-2.42, 1.50, 1.30)
O (-2.58, -1.33, -0.27)
H (-2.60, -2.30, -0.36)
H (-3.37, -1.11, 0.23)

***

3.
ClH14O9V as an isolated structure in a non-equilibrium geometry. Source: the OMol25 dataset; level of theory: the ωB97M-V functional and the def2-TZVPD basis.

As for the net charge: 0. Its calculated total energy is -2089.80814 a.u. The calculation puts the frontier orbital gap at 0.33328 hartree. The HOMO energy is -9.848 eV. Its LUMO energy is -0.0286 hartree. The maximum force comes out at 2.8 eV/A. The calculation puts the energy above the lowest of the compared OMol25 structures with the same formula, charge and spin at 0.00 kJ/mol.

Element x y z (Å)
O (0.47, -0.75, 0.43)
V (-0.73, 0.06, -0.28)
O (-1.13, 1.20, 0.72)
Cl (0.85, 1.36, -1.72)
O (-2.26, -1.36, 0.46)
H (-3.14, -1.21, 0.82)
H (-2.14, -2.31, 0.39)
O (1.98, -2.76, 2.23)
H (2.19, -3.64, 2.54)
H (1.73, -2.85, 1.30)
O (3.05, -1.21, -1.05)
H (3.59, -1.02, -1.83)
H (2.40, -0.49, -1.03)
O (-2.44, 0.82, -1.71)
H (-2.12, 0.82, -2.62)
H (-3.18, 1.43, -1.69)
O (0.95, 1.98, 3.02)
H (0.21, 2.21, 3.59)
H (0.73, 1.10, 2.70)
O (-0.57, -1.64, -1.83)
H (-1.29, -2.10, -2.27)
H (0.14, -1.55, -2.48)
O (-0.12, 4.06, -0.06)
H (0.43, 3.28, -0.23)
H (0.40, 4.57, 0.57)

***

4.
ClH20O10 as an isolated structure in a non-equilibrium geometry. Source: the OMol25 dataset; level of theory: the ωB97M-V functional and the def2-TZVPD basis.

As for the net charge: -1. Its calculated total energy is -1224.53008 a.u. The calculation puts the frontier orbital gap at 0.36774 hartree. The HOMO energy is -6.926 eV. Its LUMO energy is 0.1132 hartree. The maximum force comes out at 3.1 eV/A. The calculation puts the energy above the lowest of the compared OMol25 structures with the same formula, charge and spin at 498.11 kJ/mol.

Element x y z (Å)
Cl (-0.04, -0.25, -0.10)
O (-2.46, -0.73, -1.25)
H (-2.96, -0.42, -0.50)
H (-1.55, -0.72, -0.96)
O (0.06, 0.18, 2.55)
H (-0.17, 0.01, 1.64)
H (0.33, -0.68, 2.89)
O (-1.78, 2.16, -0.05)
H (-1.24, 2.93, 0.13)
H (-1.21, 1.58, -0.55)
O (0.73, -0.72, -2.74)
H (0.55, -0.52, -1.83)
H (0.21, -1.50, -2.93)
O (-0.56, -2.83, 1.28)
H (-0.44, -1.90, 1.07)
H (-1.44, -2.87, 1.65)
O (-1.86, -0.84, 1.83)
H (-1.51, -0.31, 1.11)
H (-2.69, -1.18, 1.50)
O (1.84, -2.19, -0.56)
H (2.45, -2.06, 0.16)
H (0.99, -1.90, -0.22)
O (2.41, 1.11, 0.96)
H (2.43, 1.47, 0.07)
H (1.70, 0.46, 0.94)
O (2.09, 1.15, -1.64)
H (1.19, 0.88, -1.44)
H (2.00, 2.06, -1.91)
O (0.49, 2.64, -0.70)
H (0.39, 1.77, -0.32)
H (0.06, 3.22, -0.07)